15
Properties=species:S:1:pos:R:3:forces:R:3 method="wB97M-V/def2-TZVPD" homo_energy_ev=-8.01 largest_force_ev_per_a=3.64 spin_multiplicity=1 e_above_lowest_ev=3.380
B 1.59758 0.28807 -1.56546 1.2 -0.7 1.1
C -0.77854 0.14606 0.88339 1.7 -1.1 -0.1
C 2.44705 -0.59949 -0.61558 -0.8 -0.6 -0.6
C -1.60628 1.22005 1.26635 -2.0 1.4 0.2
C -1.21258 -0.83017 -0.05354 -0.2 -3.1 -1.9
O 1.04012 1.07514 -2.27054 -0.7 0.5 -0.7
H 3.03435 -1.35499 -1.14256 -0.2 0.1 -0.1
H 1.78760 -1.10548 0.09157 0.0 0.1 0.0
H 3.13732 -0.01384 -0.05135 0.4 0.6 0.4
H -1.48972 1.44348 2.29869 0.3 0.2 1.1
H -2.69074 1.39093 1.06318 0.3 -0.8 -0.5
H -1.10840 2.07679 0.82604 0.5 0.4 -0.4
H -0.44364 -1.64682 -0.53114 -1.4 2.2 1.3
H -1.78130 -1.50482 0.68637 0.4 0.8 -0.6
H -1.93281 -0.58493 -0.88541 0.3 0.1 0.8